Computed, not measured: a cluster of 2 separate species, C5H8N5O in total in a non-equilibrium geometry, with wB97M-V/def2-TZVPD.

Element x y z (Å)
C 1.5360 0.5957 0.6510
C 0.5983 1.5441 1.0391
C -0.0673 0.4785 -0.8409
C -0.8218 3.1589 1.3501
C 0.4686 -3.3345 -1.3248
N 0.3518 2.7172 1.6886
N -0.4856 1.3045 0.1297
N 1.1481 -0.0605 -0.4585
N -1.4098 2.2224 0.4020
N -0.9147 -2.1875 0.2333
O -0.5958 -3.2075 -0.4868
H 2.4699 0.4843 1.1361
H -1.2557 4.0563 1.8293
H -0.7156 0.0128 -1.6285
H 1.2411 -2.5533 -1.5582
H 0.6562 -4.3694 -1.6730
H 1.9033 -0.6421 -0.8926
H -2.2327 2.1994 -0.1503
H -1.8744 -2.4194 0.5544

Output
total energy	-14799.33151	eV
energy above the lowest of the compared OMol25 structures with the same formula, charge and spin	182.3	kcal per mole
net charge	+1
highest occupied orbital energy (alpha / beta)	-11.856 / -12.338	eV

---

Computed, not measured: an isolated molecule of C4H4N2O in a non-equilibrium geometry, with wB97M-V/def2-TZVPD.

Element x y z (Å)
C 0.8552 1.3308 0.3567
C -0.0608 0.3439 -0.0302
N -1.2514 0.1546 0.5000
C -1.5898 -1.2719 -0.1739
N -0.7108 -1.7153 -0.8232
C 0.4772 -0.7536 -0.6754
O 1.5944 -0.8401 -0.9588
H 1.3793 1.7441 -0.4531
H 1.4384 0.8232 1.1716
H 0.3259 2.2977 0.7920
H -2.4577 -2.1134 0.2944

Output
SMILES string	CC1=NC=NC1=O
total energy	-9236.96345	eV
energy above the lowest of the compared OMol25 structures with the same formula, charge and spin	81.3	kcal per mole
highest occupied orbital energy	-10.189	eV

---

Computed, not measured: a cluster of 2 separate species, C5H11N3 in total in a non-equilibrium geometry, with wB97M-V/def2-TZVPD.

Element x y z (Å)
C 0.9051 1.5935 0.9654
N 1.2440 0.6862 -0.0667
C 2.2264 -0.2034 0.0570
N 3.1683 -0.3967 1.0441
H 1.5953 1.6921 1.7685
H -0.0821 1.2706 1.3708
H 0.8746 2.5935 0.5514
H 2.3884 -0.8380 -0.7948
H 3.9981 -0.9261 0.7729
H 3.2713 0.1908 1.8731
C -1.9986 0.5032 -1.8247
C -2.7700 -0.1674 -0.9398
N -2.3601 -0.7889 0.2394
C -1.2733 -1.4595 0.2363
H -0.9332 0.6445 -1.6596
H -2.4533 1.0877 -2.6272
H -3.8552 -0.1246 -1.1144
H -0.9646 -2.0443 1.0974
H -0.7427 -1.6487 -0.7203

Output
SMILES string	C/N=C\N.C=CN=C
total energy	-9831.39862	eV
energy above the lowest of the compared OMol25 structures with the same formula, charge and spin	57.8	kcal per mole
highest occupied orbital energy	-8.793	eV

---

Please write out number 2 again, unchanged.
Computed, not measured: an isolated molecule of C4H4N2O in a non-equilibrium geometry, with wB97M-V/def2-TZVPD.

Element x y z (Å)
C 0.8552 1.3308 0.3567
C -0.0608 0.3439 -0.0302
N -1.2514 0.1546 0.5000
C -1.5898 -1.2719 -0.1739
N -0.7108 -1.7153 -0.8232
C 0.4772 -0.7536 -0.6754
O 1.5944 -0.8401 -0.9588
H 1.3793 1.7441 -0.4531
H 1.4384 0.8232 1.1716
H 0.3259 2.2977 0.7920
H -2.4577 -2.1134 0.2944

Output
SMILES string	CC1=NC=NC1=O
total energy	-9236.96345	eV
energy above the lowest of the compared OMol25 structures with the same formula, charge and spin	81.3	kcal per mole
highest occupied orbital energy	-10.189	eV